Record 1
ORCA calculation (ωB97M-V with the def2-TZVPD basis set) on C8H21MgN2O6S3 as an isolated structure at a distorted geometry.

CARTESIAN COORDINATES (ANGSTROEM)
1 Mg 2.311 -3.037 0.759
2 N -1.744 1.098 1.729
3 O -0.930 0.176 1.501
4 O -1.318 2.222 2.031
5 O -2.967 0.805 1.673
6 C -0.840 8.659 4.900
7 C -0.844 10.047 5.433
8 N -0.826 11.111 5.897
9 H -1.857 8.410 4.595
10 H -0.487 7.974 5.670
11 H -0.084 8.551 4.122
12 C 5.274 3.061 1.628
13 S 5.529 2.136 0.032
14 O 4.777 0.814 -0.094
15 C 4.635 3.352 -0.978
16 H 5.909 3.945 1.674
17 H 5.529 2.338 2.403
18 H 4.258 3.433 1.764
19 H 5.127 4.323 -1.032
20 H 3.658 3.435 -0.502
21 H 4.468 2.989 -1.993
22 C -2.975 -8.083 0.775
23 S -2.484 -6.842 2.045
24 O -1.277 -6.046 1.559
25 C -3.951 -5.677 1.940
26 H -2.120 -8.749 0.658
27 H -3.121 -7.436 -0.090
28 H -3.893 -8.550 1.131
29 H -4.168 -5.191 0.988
30 H -3.888 -5.070 2.843
31 H -4.842 -6.266 2.160
32 C -0.249 -2.784 -6.421
33 S -0.901 -2.435 -4.745
34 O 0.213 -2.532 -3.734
35 C -1.344 -0.621 -4.944
36 H -1.024 -2.404 -7.086
37 H -0.263 -3.851 -6.644
38 H 0.760 -2.390 -6.534
39 H -1.613 -0.516 -5.995
40 H -0.362 -0.152 -4.889
41 H -2.073 -0.246 -4.226

Values from the calculation:
- Orbital gap: 0.0841 Eh
- Energy: -2272.29584 Eh
- Charge: +1
- HOMO: -11.16 eV
- Max |F|: 2.17 eV/A

---

Record 2
ORCA calculation (ωB97M-V with the def2-TZVPD basis set) on one molecule with the formula C8H21N3 at a distorted geometry.

CARTESIAN COORDINATES (ANGSTROEM)
1 C -1.846 2.665 -0.447
2 N -1.324 1.285 0.008
3 C -2.532 0.357 0.051
4 C -2.366 -1.016 0.684
5 C -1.520 -1.965 -0.215
6 N -0.166 -1.757 -0.599
7 C 0.766 -1.705 0.487
8 C 2.234 -1.306 0.093
9 C 2.398 -0.161 -0.806
10 N 1.940 1.158 -0.361
11 C 2.506 1.796 0.893
12 H -1.042 3.500 -0.163
13 H -2.790 3.107 -0.082
14 H -1.656 2.607 -1.606
15 H -1.029 1.357 1.061
16 H -2.794 0.392 -1.015
17 H -3.330 0.896 0.607
18 H -3.347 -1.454 0.614
19 H -2.157 -1.008 1.767
20 H -2.099 -2.063 -1.020
21 H -1.582 -2.986 0.214
22 H -0.183 -0.805 -1.063
23 H 0.536 -0.937 1.307
24 H 0.757 -2.649 0.891
25 H 2.982 -1.272 0.901
26 H 2.699 -2.081 -0.518
27 H 1.867 -0.269 -1.751
28 H 3.501 -0.123 -1.317
29 H 0.898 1.077 -0.255
30 H 3.537 2.117 0.820
31 H 1.897 2.716 1.065
32 H 2.344 1.080 1.772

Values from the calculation:
- SMILES string: CNCCCNCCCNC
- Orbital gap: 0.3376 Eh
- Energy: -481.56496 Eh
- Charge: 0
- HOMO: -8.29 eV
- Max |F|: 4.49 eV/A
- ΔE to the lowest compared entry with this formula, charge and spin: 0.0 kcal/mol

---

Record 3
ORCA calculation (ωB97M-V with the def2-TZVPD basis set) on C8H21NO5Zr as an isolated structure at a distorted geometry.

CARTESIAN COORDINATES (ANGSTROEM)
1 Zr 1.094 -1.152 -0.870
2 O -0.366 -2.472 -0.503
3 H -0.666 -3.306 -0.857
4 O 2.223 -1.948 -2.252
5 H 3.094 -1.868 -2.669
6 O 2.294 -1.208 0.716
7 H 3.155 -0.929 1.022
8 C 0.800 2.581 -2.470
9 C 1.158 1.143 -2.159
10 O 2.249 0.682 -1.781
11 O 0.144 0.329 -2.041
12 H -0.208 2.801 -2.609
13 H 1.377 2.891 -3.313
14 H 1.163 3.253 -1.630
15 C 0.747 1.940 1.067
16 C -0.612 1.347 0.650
17 N -0.610 -0.118 0.834
18 C -0.347 -0.552 2.201
19 C -0.073 -2.082 2.331
20 C -1.961 -0.520 0.432
21 C -2.454 -0.316 -0.990
22 H 0.697 2.224 2.116
23 H 1.166 2.703 0.385
24 H 1.431 1.109 1.122
25 H -1.296 1.783 1.413
26 H -0.907 1.524 -0.373
27 H 0.475 -0.027 2.618
28 H -1.259 -0.242 2.710
29 H -0.896 -2.688 1.953
30 H 0.949 -2.352 1.849
31 H 0.033 -2.240 3.442
32 H -2.599 -0.026 1.180
33 H -2.111 -1.554 0.632
34 H -3.527 -0.558 -1.029
35 H -1.899 -0.857 -1.707
36 H -2.458 0.704 -1.421

Values from the calculation:
- Orbital gap: 0.3755 Eh
- Energy: -795.59938 Eh
- Charge: 0
- HOMO: -9.51 eV
- Max |F|: 3.23 eV/A

---

Record 4
ORCA calculation (ωB97M-V with the def2-TZVPD basis set) on one molecule with the formula C8H21NSi at a distorted geometry.

CARTESIAN COORDINATES (ANGSTROEM)
1 C -0.238 1.071 -3.693
2 C 0.267 1.246 -2.176
3 C -0.200 0.155 -1.212
4 C 0.148 0.595 0.189
5 C -0.503 1.943 0.612
6 C 1.629 0.756 0.420
7 Si -0.443 -1.149 1.367
8 C 0.438 -2.726 0.718
9 C 0.161 -0.919 3.192
10 N -2.135 -1.457 1.211
11 H 0.484 1.333 -4.495
12 H -1.178 1.541 -3.895
13 H -0.466 0.116 -3.877
14 H -0.046 2.370 -1.912
15 H 1.308 1.387 -2.256
16 H 0.441 -0.642 -1.561
17 H -1.266 0.080 -1.403
18 H -1.480 2.130 0.002
19 H 0.203 2.764 0.349
20 H -0.692 1.771 1.635
21 H 2.204 0.316 -0.272
22 H 1.998 1.848 0.604
23 H 1.932 0.352 1.398
24 H 0.393 -2.730 -0.454
25 H 1.428 -2.665 0.948
26 H -0.042 -3.483 1.136
27 H -0.210 -1.763 3.645
28 H 1.203 -0.727 3.148
29 H -0.239 -0.075 3.540
30 H -2.707 -0.984 1.842
31 H -2.393 -2.456 1.250

Values from the calculation:
- SMILES string: CCCC(C)(C)[Si](C)(C)N
- Orbital gap: 0.3324 Eh
- Energy: -661.60269 Eh
- Charge: 0
- HOMO: -8.33 eV
- Max |F|: 6.65 eV/A
- ΔE to the lowest compared entry with this formula, charge and spin: 42.4 kcal/mol

---

Record 5
ORCA calculation (ωB97M-V with the def2-TZVPD basis set) on C8H22AgF5N2O13S3 as an isolated structure at a distorted geometry.

CARTESIAN COORDINATES (ANGSTROEM)
1 N 11.347 -17.735 28.845
2 H 10.887 -16.820 28.809
3 H 10.998 -18.349 29.589
4 H 12.365 -17.601 28.973
5 H 11.329 -18.191 27.884
6 Ag 14.085 -16.947 26.850
7 N 13.996 -17.639 29.026
8 S 14.943 -18.757 29.534
9 O 14.388 -19.484 30.650
10 O 16.381 -18.593 29.472
11 F 14.619 -19.785 28.370
12 S 14.368 -16.565 30.291
13 O 15.707 -16.053 30.392
14 O 13.541 -16.748 31.454
15 F 13.599 -15.339 29.601
16 C 7.381 -17.409 27.913
17 F 7.192 -16.729 26.782
18 F 8.578 -17.133 28.410
19 F 6.416 -17.025 28.777
20 S 7.231 -19.229 27.491
21 O 5.867 -19.382 26.980
22 O 8.263 -19.491 26.499
23 O 7.462 -19.984 28.732
24 C 11.437 -17.843 25.276
25 O 10.863 -18.262 24.222
26 O 11.273 -18.643 26.295
27 O 12.271 -16.855 25.251
28 C 12.063 -21.555 29.165
29 C 11.790 -21.691 27.692
30 O 10.455 -21.254 27.470
31 H 11.800 -20.537 29.457
32 H 13.080 -21.859 29.423
33 H 11.406 -22.101 29.851
34 H 11.719 -22.759 27.447
35 H 12.431 -21.099 27.043
36 H 9.855 -21.688 28.082
37 C 9.660 -14.368 30.490
38 C 10.647 -13.877 29.447
39 O 10.907 -15.064 28.675
40 H 8.843 -14.877 29.981
41 H 9.282 -13.524 31.069
42 H 10.182 -15.104 31.103
43 H 11.605 -13.534 29.843
44 H 10.196 -13.195 28.723
45 H 11.270 -14.813 27.817
46 C 7.906 -17.824 31.851
47 C 9.070 -18.801 31.736
48 O 9.455 -19.013 30.377
49 H 7.125 -18.168 31.173
50 H 8.272 -16.837 31.567
51 H 7.419 -17.737 32.824
52 H 8.800 -19.752 32.206
53 H 9.973 -18.496 32.268
54 H 8.866 -19.683 29.998

Values from the calculation:
- Orbital gap: 0.1596 Eh
- Energy: -3246.49646 Eh
- Charge: -2
- HOMO: -0.61 eV
- Max |F|: 7.32 eV/A
- ΔE to the lowest compared entry with this formula, charge and spin: 44.6 kcal/mol

---

Record 6
ORCA calculation (ωB97M-V with the def2-TZVPD basis set) on a 13-piece molecular cluster, C8H22B2O27 overall at a distorted geometry.

CARTESIAN COORDINATES (ANGSTROEM)
1 O 3.389 -0.461 -1.777
2 C 2.398 -1.101 -2.180
3 O 1.996 -2.243 -1.688
4 B 0.660 -2.553 -2.236
5 O 0.342 -1.407 -3.185
6 C 1.325 -0.561 -3.181
7 O 1.449 0.482 -3.848
8 O -0.306 -2.695 -1.160
9 C -0.727 -3.938 -1.080
10 O -1.667 -4.364 -0.409
11 C -0.146 -4.653 -2.298
12 O 0.636 -3.834 -2.917
13 O -0.534 -5.764 -2.637
14 O -2.734 -0.875 -0.856
15 C -1.933 -0.323 -0.053
16 O -1.247 0.752 -0.201
17 B -0.263 0.857 0.885
18 O -0.682 -0.194 1.876
19 C -1.568 -0.980 1.335
20 O -1.872 -2.135 1.774
21 O -0.157 2.297 1.413
22 C 1.081 2.704 1.344
23 O 1.578 3.693 1.883
24 C 1.874 1.611 0.538
25 O 1.063 0.589 0.262
26 O 3.035 1.723 0.203
27 O -2.478 -1.557 -3.440
28 H -2.800 -1.499 -2.540
29 H -1.576 -1.867 -3.352
30 O -2.511 2.702 -2.220
31 H -2.570 2.063 -1.510
32 H -1.607 2.636 -2.528
33 O -2.336 4.881 1.876
34 H -3.291 4.827 1.889
35 H -2.043 4.064 2.279
36 O -5.193 1.177 -1.178
37 H -4.950 0.335 -1.564
38 H -5.469 0.962 -0.287
39 O 3.041 2.598 -2.445
40 H 3.073 1.657 -2.277
41 H 3.372 2.694 -3.338
42 O 1.036 -2.233 3.330
43 H 1.872 -2.086 2.888
44 H 0.397 -1.757 2.799
45 O -3.791 -2.979 3.802
46 H -4.020 -3.028 2.874
47 H -2.909 -2.607 3.813
48 O -0.760 -4.846 2.463
49 H -0.743 -4.265 3.224
50 H -0.924 -4.264 1.721
51 O 1.503 4.813 4.466
52 H 1.868 4.531 3.627
53 H 0.790 4.197 4.637
54 O 3.696 4.856 -0.528
55 H 3.516 4.018 -0.954
56 H 4.271 4.635 0.204
57 O 5.094 -0.224 0.382
58 H 4.296 0.085 -0.047
59 H 5.161 -1.145 0.130

Values from the calculation:
- 2S+1: 2
- Orbital gap (alpha / beta): 0.1142 / 0.2585 Eh
- Energy: -2399.72989 Eh
- Charge: -3
- HOMO (alpha / beta): 3.13 / -0.81 eV
- Max |F|: 7.64 eV/A
- ΔE to the lowest compared entry with this formula, charge and spin: 3.7 kcal/mol

---

Record 7
ORCA calculation (ωB97M-V with the def2-TZVPD basis set) on C8H22CdF2N2O2 as an isolated structure at a distorted geometry.

CARTESIAN COORDINATES (ANGSTROEM)
1 Cd 0.544 0.141 -1.191
2 F -0.560 0.359 -3.026
3 F 2.449 0.643 -1.771
4 C 0.120 -3.342 0.011
5 C -0.372 -2.676 -1.285
6 C -1.642 -1.830 -0.966
7 O -1.314 -0.580 -0.329
8 C -2.463 0.151 0.046
9 N 0.796 -1.960 -1.884
10 H 0.232 -2.562 0.766
11 H 1.126 -3.764 -0.028
12 H -0.546 -4.093 0.436
13 H -0.607 -3.564 -1.882
14 H -2.337 -2.482 -0.436
15 H -2.063 -1.486 -1.917
16 H -2.920 -0.191 0.980
17 H -3.260 0.017 -0.695
18 H -2.241 1.215 0.034
19 H 1.547 -2.648 -1.979
20 H 0.587 -1.983 -2.891
21 C 1.248 1.140 3.080
22 C 0.484 1.011 1.746
23 C 0.488 2.350 0.952
24 O 0.261 2.233 -0.448
25 C 0.267 3.499 -1.121
26 N 1.199 -0.044 0.952
27 H 0.754 1.669 3.895
28 H 2.248 1.541 2.912
29 H 1.409 0.117 3.430
30 H -0.563 0.772 1.913
31 H 1.454 2.800 1.206
32 H -0.320 2.994 1.315
33 H 1.089 4.168 -0.889
34 H -0.724 3.953 -1.127
35 H 0.383 3.158 -2.152
36 H 2.191 0.147 0.832
37 H 1.056 -0.873 1.511

Values from the calculation:
- Orbital gap: 0.3303 Eh
- Energy: -945.41730 Eh
- Charge: 0
- HOMO: -8.56 eV
- Max |F|: 3.04 eV/A
- ΔE to the lowest compared entry with this formula, charge and spin: 26.0 kcal/mol

---

Record 8
ORCA calculation (ωB97M-V with the def2-TZVPD basis set) on C8H22CoO3P2 as an isolated structure at a distorted geometry.

CARTESIAN COORDINATES (ANGSTROEM)
1 Co 0.088 -0.013 -0.127
2 H -1.159 -0.840 0.777
3 H -1.174 -0.004 0.920
4 P -0.076 -2.290 -0.449
5 P -0.117 2.093 -0.488
6 C 1.349 3.146 -0.096
7 H 1.158 4.186 -0.387
8 H 1.541 3.081 0.982
9 H 2.219 2.772 -0.645
10 C -0.446 2.582 -2.210
11 H -1.404 2.148 -2.513
12 H -0.476 3.675 -2.287
13 H 0.357 2.179 -2.833
14 C -1.411 3.038 0.415
15 H -1.226 2.983 1.495
16 H -1.389 4.087 0.095
17 H -2.394 2.608 0.193
18 C -0.256 -2.799 -2.206
19 H -0.323 -3.889 -2.329
20 H -1.158 -2.325 -2.612
21 H 0.613 -2.417 -2.754
22 C 1.294 -3.368 0.141
23 H 1.369 -3.281 1.231
24 H 1.142 -4.424 -0.125
25 H 2.233 -3.018 -0.299
26 C -1.496 -3.214 0.298
27 H -2.442 -2.759 -0.023
28 H -1.502 -4.279 0.019
29 H -1.448 -3.136 1.392
30 C 1.532 0.088 1.016
31 O 2.636 -0.205 1.253
32 H 0.517 -0.176 -1.539
33 O 0.007 -0.240 3.600
34 C 0.437 0.910 3.445
35 O 0.934 1.457 2.360
36 H 0.471 1.645 4.292

Values from the calculation:
- 2S+1: 5
- Orbital gap (alpha / beta): 0.2979 / 0.2324 Eh
- Energy: -2608.76116 Eh
- Charge: +1
- HOMO (alpha / beta): -11.12 / -13.03 eV
- Max |F|: 6.08 eV/A